No. 1
C4H6N2O | ωB97M-V/def2-TZVPD

```
13
Properties=species:S:1:pos:R:3:nbo_charge:R:1
C 2.2262 0.3755 -0.4315 -0.26
O 1.3250 -0.6999 -0.1749 -0.48
C 0.0514 -0.3515 -0.0055 0.47
N -0.4525 0.8232 -0.0472 -0.48
C -1.8688 0.5997 0.1883 -0.13
N -2.1064 -0.8067 0.4996 -0.35
C -0.9807 -1.3738 0.2891 0.00
H 1.9120 0.9304 -1.3194 0.19
H 3.2040 -0.0827 -0.5880 0.20
H 2.2553 1.0581 0.4230 0.19
H -2.4310 0.7594 -0.7426 0.22
H -2.2640 1.2931 0.9391 0.22
H -0.8534 -2.4516 0.2846 0.21
```

Results
**Calculated total energy**: -340.741847 Eh
**Gap between HOMO and LUMO**: 0.4005 Eh
**LUMO energy**: 0.0295 Ha
**Strongest force on any atom**: 0.519 eV/A
**HOMO energy**: -10.1 eV
**Total charge**: 0

No. 2
C4H6N2O | ωB97M-V/def2-TZVPD

```
13
Properties=species:S:1:pos:R:3:nbo_charge:R:1
C -0.5721 -1.0948 -1.7066 -0.67
C -0.1250 -0.2698 -0.5492 0.40
N -0.2321 0.9822 -0.4026 -0.40
C 0.3893 1.2687 0.8918 0.09
C 0.8022 -0.0428 1.5636 0.10
O -0.4944 2.0200 1.6769 -0.69
N 0.4938 -0.8915 0.5996 -0.61
H -0.9546 -0.4370 -2.4880 0.25
H -1.3680 -1.7830 -1.3998 0.23
H 0.2534 -1.6917 -2.1095 0.23
H 1.3210 1.8259 0.6772 0.18
H -0.1308 2.0086 2.5725 0.48
H 0.6173 -1.8947 0.6740 0.41
```

Results
**Calculated total energy**: -340.696106 Eh
**Gap between HOMO and LUMO**: 0.3550 Eh
**LUMO energy**: 0.0224 Ha
**Strongest force on any atom**: 0.528 eV/A
**HOMO energy**: -9.0 eV
**Total charge**: 0

No. 3
C4H6N2O | ωB97M-V/def2-TZVPD

```
13
Properties=species:S:1:pos:R:3:nbo_charge:R:1
O -2.1285 -0.0983 1.4504 -0.56
C -1.1736 -0.0178 0.7236 0.77
N -0.4985 1.1084 0.3690 -0.63
C 0.3772 0.9892 -0.7807 -0.29
C 0.6443 -0.4997 -0.9853 -0.15
C 0.9282 -1.1847 0.2831 -0.29
N -0.5408 -1.1832 0.1120 -0.52
H -0.8489 1.9928 0.7002 0.41
H 1.3288 1.5078 -0.6113 0.21
H -0.0840 1.4268 -1.6729 0.19
H -0.5883 -1.2510 -1.0054 0.42
H 1.3597 -2.1826 0.2596 0.21
H 1.2244 -0.6076 1.1575 0.21
```

Results
**Calculated total energy**: -340.645004 Eh
**Gap between HOMO and LUMO**: 0.3577 Eh
**LUMO energy**: 0.0296 Ha
**Strongest force on any atom**: 0.389 eV/A
**HOMO energy**: -8.9 eV
**Total charge**: 0

No. 4
C4H6N2O | ωB97M-V/def2-TZVPD

```
13
Properties=species:S:1:pos:R:3:nbo_charge:R:1
C -1.2963 2.2659 0.5823 -0.42
C -0.8252 1.0545 0.4787 -0.08
C -1.0422 -0.2505 0.3226 0.09
O -1.1408 -0.8463 -0.9050 -0.69
H -2.3534 2.4874 0.5384 0.21
H -0.6658 3.1196 0.7856 0.21
H -1.0589 -0.9486 1.1467 0.20
H -1.0481 -0.1856 -1.6029 0.49
N 3.1326 0.0255 0.0484 -0.36
C 2.2044 -0.6728 0.0057 0.38
N 1.5936 -1.7969 -0.4621 -0.88
H 0.7499 -1.6001 -0.9915 0.42
H 1.7503 -2.6521 0.0531 0.41
```

Results
**Calculated total energy**: -340.649014 Eh
**Gap between HOMO and LUMO**: 0.3565 Eh
**LUMO energy**: 0.0155 Ha
**Strongest force on any atom**: 2.999 eV/A
**HOMO energy**: -9.3 eV
**Total charge**: 0

No. 5
C4H6N2O | ωB97M-V/def2-TZVPD

```
13
Properties=species:S:1:pos:R:3:nbo_charge:R:1
C 1.0979 1.8593 -1.2433 -0.72
C 0.1960 0.8952 -0.5082 0.08
C -1.8019 -0.4468 1.4331 -0.08
C -0.8462 -1.2614 0.8244 0.38
O -1.4600 -2.3425 1.5212 -0.62
N 0.2405 -1.4178 0.1947 -0.35
N 0.7580 -0.2793 -0.4296 -0.40
H 2.0621 1.4453 -1.5969 0.18
H 1.3176 2.7189 -0.5990 0.24
H 0.5678 2.2673 -2.1122 0.24
H -2.7918 -0.4772 0.9657 0.18
H -1.0145 -2.4550 2.3754 0.51
H 1.6744 -0.5062 -0.8253 0.37
```

Results
**Calculated total energy**: -340.520112 Eh
**Gap between HOMO and LUMO**: 0.3197 Eh
**LUMO energy**: 0.0025 Ha
**Strongest force on any atom**: 0.515 eV/A
**HOMO energy**: -8.6 eV
**Total charge**: 0

No. 6
C4H6N2O | ωB97M-V/def2-TZVPD

```
13
Properties=species:S:1:pos:R:3:nbo_charge:R:1
O -2.1497 0.0525 0.7728 -0.73
C -1.6459 0.1368 -0.6263 -0.09
C -0.0719 0.0122 -0.3861 0.05
C 0.6526 -0.9881 0.2198 -0.09
N 1.8553 -0.4913 0.5085 -0.55
C 1.8565 0.8097 -0.0021 0.16
N 0.7374 1.1117 -0.5464 -0.45
H -2.9401 0.5016 0.8259 0.46
H -1.8095 1.1449 -1.0423 0.19
H -2.0821 -0.5801 -1.3039 0.18
H 0.2513 -1.9926 0.5744 0.22
H 2.4983 -1.1426 1.0678 0.43
H 2.8479 1.4252 -0.0619 0.20
```

Results
**Calculated total energy**: -340.729644 Eh
**Gap between HOMO and LUMO**: 0.3476 Eh
**LUMO energy**: 0.0330 Ha
**Strongest force on any atom**: 4.095 eV/A
**HOMO energy**: -8.6 eV
**Total charge**: 0

No. 7
C4H6N2O | ωB97M-V/def2-TZVPD

```
13
Properties=species:S:1:pos:R:3:nbo_charge:R:1
N -1.6492 -0.1998 -1.1988 -0.82
C -0.6115 -0.1113 -0.2988 0.29
C 0.7132 0.2689 -0.5593 -0.05
O 1.1616 0.6659 -1.8739 -0.69
C 1.4752 -0.0125 0.6442 -0.30
C 0.5893 -0.4868 1.5702 -0.08
N -0.6699 -0.5546 0.9869 -0.51
H -1.2950 -0.0177 -2.1460 0.40
H -2.4539 0.4222 -1.0643 0.38
H 0.9790 1.5055 -0.9117 0.52
H 2.5327 0.1708 0.7979 0.23
H 0.7328 -0.7578 2.6085 0.22
H -1.5043 -0.8928 1.4451 0.42
```

Results
**Calculated total energy**: -340.663031 Eh
**Gap between HOMO and LUMO**: 0.3040 Eh
**LUMO energy**: 0.0254 Ha
**Strongest force on any atom**: 3.941 eV/A
**HOMO energy**: -7.6 eV
**Total charge**: 0

No. 8
C4H6N2O | ωB97M-V/def2-TZVPD

```
13
Properties=species:S:1:pos:R:3:nbo_charge:R:1
C 1.8086 -0.2346 0.2629 -0.63
C 0.8375 0.5708 -0.7244 0.19
N 0.1456 -0.1027 -1.6749 -0.40
C -1.1020 -0.3009 -1.1749 -0.18
C -1.1753 0.2187 0.1132 0.41
O -2.0174 0.1130 1.1569 -0.65
N -0.0538 0.9030 0.2795 -0.50
H 1.7560 -1.2423 -0.1332 0.24
H 1.4666 -0.3707 1.3306 0.20
H 2.7890 0.2003 0.3055 0.22
H -1.8932 -0.8398 -1.6822 0.21
H -2.8039 -0.3613 0.8749 0.49
H 0.2422 1.4465 1.0660 0.42
```

Results
**Calculated total energy**: -340.672809 Eh
**Gap between HOMO and LUMO**: 0.3085 Eh
**LUMO energy**: 0.0195 Ha
**Strongest force on any atom**: 1.769 eV/A
**HOMO energy**: -7.9 eV
**Total charge**: 0

No. 9
C4H6N2O | ωB97M-V/def2-TZVPD

```
13
Properties=species:S:1:pos:R:3:nbo_charge:R:1
N -2.2632 -0.0351 0.1269 -0.81
C -0.8683 0.1655 0.1822 0.30
C -0.1228 1.3089 0.2953 -0.36
C 1.2612 0.9273 0.2461 -0.33
C 1.2950 -0.4256 0.1071 0.38
O 2.3167 -1.2987 -0.1424 -0.69
N -0.0042 -0.8981 0.0723 -0.56
H -2.6776 0.6148 -0.5302 0.38
H -2.4790 -0.9740 -0.1995 0.36
H -0.5113 2.3183 0.3477 0.22
H 2.1264 1.5765 0.2606 0.22
H 2.3997 -1.3279 -1.1059 0.48
H -0.2388 -1.8670 0.2193 0.41
```

Results
**Calculated total energy**: -340.754220 Eh
**Gap between HOMO and LUMO**: 0.2977 Eh
**LUMO energy**: 0.0269 Ha
**Strongest force on any atom**: 0.381 eV/A
**HOMO energy**: -7.4 eV
**Total charge**: 0

No. 10
C4H6N2O | ωB97M-V/def2-TZVPD

```
13
Properties=species:S:1:pos:R:3:nbo_charge:R:1
N -1.3361 -1.2670 -0.7901 -0.78
C -0.3590 -0.5344 -0.2003 0.41
C -0.2966 0.8925 -0.3693 -0.09
O -1.1877 1.5521 -1.2006 -0.79
C 1.0299 1.2501 0.1850 -0.25
C 1.5569 0.1457 0.7595 -0.08
N 0.7031 -0.9534 0.5179 -0.54
H -2.0138 -0.6351 -1.2159 0.43
H -1.7043 -2.0931 -0.3399 0.39
H -1.1569 1.2689 0.2682 0.43
H 1.4272 2.2541 0.2183 0.23
H 2.4501 0.0180 1.3565 0.22
H 0.8872 -1.8985 0.8108 0.42
```

Results
**Calculated total energy**: -340.655797 Eh
**Gap between HOMO and LUMO**: 0.2836 Eh
**LUMO energy**: 0.0193 Ha
**Strongest force on any atom**: 0.945 eV/A
**HOMO energy**: -7.2 eV
**Total charge**: 0